{"formula": "C4H4MgNaO5", "method": "ωB97M-V/def2-TZVPD", "energy_ha": -893.1849, "e_homo_ev": [-10.728, -10.729], "relative_energy_kcal_mol": 14.73, "charge": 1, "orbital_gap_ev": [6.00, 6.00], "multiplicity": 1, "elements": ["O", "H", "Na", "O", "C", "O", "H", "Mg", "H", "H", "C", "C", "O", "C", "O"], "coordinates": [[2.441, 0.014, 1.689], [-1.883, 0.858, 0.107], [4.259, 1.859, 1.314], [-0.701, 0.190, -2.640], [-0.488, -0.660, 0.887], [1.905, 1.349, 0.017], [-0.484, -0.063, 1.808], [0.528, 1.173, -1.440], [-0.570, -1.730, 1.112], [-2.517, -0.555, 0.433], [1.790, 0.247, 0.677], [-1.447, -0.801, -2.618], [0.790, -0.518, 0.223], [-1.592, -0.192, -0.038], [-2.033, -1.170, -1.532]], "atomic_forces_ev_per_a": [[0.1, -0.1, -0.8], [0.8, 0.4, -0.9], [-0.6, -0.5, 0.1], [1.8, 1.6, 0.1], [-0.3, -0.6, -0.3], [0.3, 0.9, -1.8], [0.0, -0.2, -0.1], [-0.8, -1.6, 0.3], [-0.1, 0.4, 0.0], [0.2, -0.5, -0.2], [0.1, 0.7, 2.7], [-1.5, -1.1, 1.4], [0.4, -0.1, -1.5], [-2.0, -0.8, 1.0], [1.7, 1.5, 0.0]]}

{"formula": "C4H4MgO2Rb", "method": "ωB97M-V/def2-TZVPD", "energy_ha": -529.1594, "e_homo_ev": -10.479, "relative_energy_kcal_mol": 0.00, "charge": 1, "orbital_gap_ev": 6.35, "multiplicity": 1, "elements": ["H", "O", "H", "Mg", "Rb", "C", "H", "C", "C", "O", "C", "H"], "coordinates": [[3.085, -0.690, 2.556], [1.709, -0.980, 0.341], [1.012, -0.875, -0.431], [-6.480, -1.631, -7.224], [-3.813, 0.146, -4.151], [1.459, -0.126, 1.350], [2.112, 0.821, 3.114], [0.192, 0.802, 1.117], [2.280, 0.025, 2.392], [-0.805, 0.414, -1.071], [-0.515, 0.790, 0.019], [-0.237, 1.303, 1.987]], "atomic_forces_ev_per_a": [[-0.1, 0.3, -0.2], [-1.9, -0.3, -2.5], [2.2, -0.4, 2.5], [0.1, 0.0, 0.1], [0.0, 0.0, 0.0], [-1.3, 2.1, -0.6], [0.0, -0.4, -0.2], [0.3, -0.1, 1.9], [-0.6, -0.1, 0.0], [-0.8, 1.3, 1.0], [1.8, -2.3, -1.5], [0.4, 0.0, -0.2]]}

{"formula": "C4H4N", "method": "ωB97M-V/def2-TZVPD", "energy_ha": -209.1135, "e_homo_ev": [-16.074, -16.074], "relative_energy_kcal_mol": 32.01, "charge": 1, "orbital_gap_ev": [9.07, 9.07], "multiplicity": 1, "elements": ["N", "C", "H", "H", "C", "C", "H", "C", "H"], "coordinates": [[1.353, -0.085, -0.076], [2.291, -0.717, 0.047], [-2.468, -2.067, -0.445], [-0.421, 1.775, -0.639], [-0.595, 1.011, 0.239], [-1.961, -1.151, -0.182], [-0.442, 1.456, 1.268], [-1.325, -0.091, -0.180], [3.125, -1.490, -0.102]], "atomic_forces_ev_per_a": [[-0.6, 1.2, 0.7], [1.9, -2.3, -1.0], [0.0, 0.3, 0.2], [0.1, -1.5, 1.9], [0.3, 1.7, -2.5], [1.1, 1.6, -0.8], [-0.1, -1.3, -1.1], [-1.2, -1.5, 1.9], [-1.4, 1.7, 0.7]]}

{"formula": "C4H4N", "method": "ωB97M-V/def2-TZVPD", "energy_ha": -209.0192, "e_homo_ev": [-14.275, -14.835], "relative_energy_kcal_mol": 91.18, "charge": 1, "orbital_gap_ev": [8.17, 7.85], "multiplicity": 1, "elements": ["H", "H", "C", "C", "C", "N", "C", "H", "H"], "coordinates": [[2.716, 0.137, -1.588], [-1.438, 0.142, -1.141], [0.643, -0.128, -1.074], [-0.586, 0.061, -0.490], [-0.701, 0.394, 1.999], [-0.703, 0.382, 0.805], [1.809, 0.034, -1.224], [-1.248, -1.742, -0.232], [-0.493, 0.720, 2.946]], "atomic_forces_ev_per_a": [[4.1, 0.4, -1.3], [-0.5, 0.7, 0.2], [-0.1, 0.6, 1.1], [-2.3, -3.2, -1.1], [0.1, -0.1, -7.6], [0.0, -0.1, 6.4], [-1.9, -0.5, 0.2], [0.6, 1.6, -0.3], [0.1, 0.6, 2.4]]}